Arrangement w

Here is a cluster of 4 separate species, C8H24O4 in total from the OMol25 dataset. Energies are from ωB97M-V with the def2-TZVPD basis set.

```
! RIJCOSX wB97M-V def2-TZVPD def2/J DEFGRID3
* xyz 0 1
C 2.724 -2.787 3.740
C 3.469 -4.091 3.718
O 3.577 -4.575 5.090
H 1.693 -3.032 3.999
H 2.773 -2.316 2.759
H 3.212 -2.105 4.433
H 4.509 -3.922 3.398
H 2.964 -4.882 3.154
H 4.100 -5.380 5.064
C -1.840 3.977 0.049
C -2.453 4.150 -1.330
O -2.002 3.063 -2.165
H -0.917 4.550 0.133
H -1.589 2.927 0.208
H -2.517 4.239 0.861
H -2.231 5.114 -1.791
H -3.544 4.061 -1.230
H -2.340 3.256 -3.048
C 0.848 -0.025 1.489
C 0.112 -0.159 0.180
O 1.056 -0.454 -0.859
H 1.551 0.810 1.488
H 1.425 -0.910 1.754
H 0.165 0.193 2.315
H -0.360 0.819 0.004
H -0.658 -0.933 0.161
H 0.512 -0.786 -1.594
C -1.451 0.629 -4.170
C -1.877 -0.257 -3.017
O -0.932 -1.304 -2.765
H -2.282 1.263 -4.489
H -1.150 0.060 -5.051
H -0.629 1.261 -3.836
H -2.836 -0.759 -3.190
H -1.996 0.366 -2.132
H -1.087 -2.060 -3.330
*
```

Output
structure (SMILES): CCO.CCO.CCO.CCO
HOMO level: -9.533 eV

Atom charges from the Mulliken analysis, given in e for atoms 1 to 6: atom 1 (C): -0.877, atom 2 (C): -0.258, atom 3 (O): -0.531, atom 4 (H): 0.305, atom 5 (H): 0.187, atom 6 (H): 0.281

---

Arrangement x

Here is a cluster of 4 separate species, C8H24O4 in total from the OMol25 dataset. Energies are from ωB97M-V with the def2-TZVPD basis set.

```
! RIJCOSX wB97M-V def2-TZVPD def2/J DEFGRID3
* xyz 0 1
C 7.662 2.492 -3.609
O 8.796 3.108 -2.978
H 7.824 1.414 -3.635
H 6.692 2.645 -3.136
H 7.526 2.690 -4.673
H 9.485 2.444 -2.895
C 1.467 2.266 -2.880
O 1.461 1.181 -1.995
H 0.542 2.422 -3.434
H 1.685 3.261 -2.489
H 2.279 1.979 -3.547
H 0.574 1.100 -1.635
C -1.196 2.497 2.324
C -2.647 1.995 2.202
C -3.757 3.025 2.010
O -2.709 1.104 1.098
H -0.506 1.683 2.544
H -1.138 3.178 3.174
H -0.716 2.916 1.440
H -2.823 1.490 3.152
H -3.443 3.797 1.307
H -3.990 3.541 2.941
H -4.608 2.507 1.568
H -3.519 0.596 1.185
C -1.087 -4.204 0.244
C -2.244 -5.001 0.928
C -2.669 -4.546 2.319
O -3.301 -4.883 0.025
H -1.169 -3.120 0.163
H -0.815 -4.494 -0.770
H -0.211 -4.543 0.797
H -2.012 -6.055 1.080
H -3.469 -5.198 2.671
H -3.118 -3.555 2.250
H -1.867 -4.474 3.054
H -2.979 -5.257 -0.799
*
```

Output
structure (SMILES): CC(C)O.CC(C)O.CO.CO
HOMO level: -9.989 eV

Atom charges from the Mulliken analysis, given in e for atoms 1 to 6: atom 1 (C): -0.514, atom 2 (O): -0.494, atom 3 (H): 0.228, atom 4 (H): 0.215, atom 5 (H): 0.252, atom 6 (H): 0.313

---

Stability ranking, top and bottom: arrangement w is the most stable and arrangement x is the least stable.

---

Arrangement w

Here is a cluster of 2 separate species, C3H6F2S in total from the OMol25 dataset. Energies are from ωB97M-V with the def2-TZVPD basis set.

```
! RIJCOSX wB97M-V def2-TZVPD def2/J DEFGRID3
* xyz 0 1
C 1.565 0.578 0.747
C -0.873 0.532 0.058
C 0.429 0.309 -0.162
F -1.808 0.275 -0.899
F -2.226 -1.943 0.644
S 0.976 -0.477 -1.637
H 2.025 1.469 0.458
H 1.229 0.650 1.724
H 2.298 -0.327 0.650
H -1.391 0.767 1.008
H -1.961 -1.489 -0.239
H -0.262 -0.345 -2.353
*
```

Output
structure (SMILES): C/C(S)=C/F.F
HOMO level: -8.920 eV

Atom charges from the Mulliken analysis, given in e for atoms 1 to 6: atom 1 (C): -1.254, atom 2 (C): -0.454, atom 3 (C): 0.803, atom 4 (F): -0.293, atom 5 (F): -0.425, atom 6 (S): -0.283

---

Arrangement x

Here is an isolated molecule of C3H6F2S from the OMol25 dataset. Energies are from ωB97M-V with the def2-TZVPD basis set.

```
! RIJCOSX wB97M-V def2-TZVPD def2/J DEFGRID3
* xyz 0 1
C -0.312 -0.311 0.355
C 1.106 0.222 0.687
C -0.933 0.649 -0.665
H 0.008 -2.183 -1.188
H -0.865 -0.177 1.293
H 1.074 1.322 0.846
H 1.802 0.100 -0.111
H -0.674 1.720 -0.436
H -1.998 0.543 -0.820
F 1.499 -0.262 1.877
F -0.247 0.448 -1.927
S -0.459 -2.071 0.090
*
```

Output
structure (SMILES): FCC(S)CF
HOMO level: -9.480 eV

Atom charges from the Mulliken analysis, given in e for atoms 1 to 6: atom 1 (C): 0.037, atom 2 (C): -0.415, atom 3 (C): -0.374, atom 4 (H): 0.143, atom 5 (H): 0.237, atom 6 (H): 0.271

---

Stability ranking, top and bottom: arrangement x is the most stable and arrangement w is the least stable.

---

Arrangement w

Here is a structure of composition C38H46P2PbSi from the OMol25 dataset. Energies are from ωB97M-V with the def2-TZVPD basis set.

```
! RIJCOSX wB97M-V def2-TZVPD def2/J DEFGRID3
* xyz 0 1
Pb 0.982 1.110 0.097
C -4.992 -3.407 -0.031
C -3.685 -3.145 0.085
C -2.616 -3.428 -0.937
C -2.229 -2.236 -1.823
C -3.356 -1.386 -2.336
C -4.576 -1.829 -2.660
C -5.066 -3.249 -2.606
C -5.794 -3.585 -1.282
C -1.272 1.149 0.180
H -5.599 -3.535 0.874
H -3.280 -2.769 1.040
H -2.867 -4.304 -1.552
H -1.707 -3.696 -0.369
H -1.532 -1.590 -1.270
H -1.619 -2.617 -2.658
H -3.077 -0.345 -2.536
H -5.334 -1.118 -3.034
H -4.296 -3.986 -2.869
H -5.842 -3.341 -3.383
H -6.669 -2.908 -1.230
H -6.210 -4.611 -1.306
H -1.476 1.490 1.208
H -1.765 0.189 -0.023
H -1.542 1.913 -0.574
P 3.268 0.622 1.993
P 3.439 2.588 -0.703
C 4.070 0.125 0.444
C 4.204 0.934 -0.640
C 4.633 0.317 3.229
C 5.561 -0.717 3.045
C 6.614 -0.900 3.946
C 6.728 -0.077 5.069
C 5.791 0.942 5.281
C 4.759 1.150 4.361
C 2.227 -0.882 2.183
C 1.392 -1.297 1.093
C 0.195 -1.981 1.391
C 0.059 -2.601 2.634
C 1.044 -2.430 3.615
C 2.079 -1.508 3.423
C 4.923 3.506 -1.311
C 6.062 3.532 -0.480
C 7.255 4.081 -0.946
C 7.319 4.614 -2.241
C 6.193 4.589 -3.069
C 4.991 4.057 -2.598
C 2.385 2.462 -2.225
C 1.391 3.449 -2.426
C 0.503 3.322 -3.491
C 0.626 2.250 -4.383
C 1.626 1.293 -4.198
C 2.508 1.395 -3.122
H 4.471 -0.895 0.446
H 4.865 0.686 -1.489
H 5.474 -1.388 2.193
H 7.344 -1.691 3.764
H 7.546 -0.230 5.775
H 5.873 1.574 6.167
H 4.043 1.957 4.522
H 1.775 -1.302 0.056
H -0.592 -2.068 0.633
H -0.799 -3.251 2.817
H 1.003 -2.997 4.543
H 2.785 -1.295 4.228
H 6.012 3.091 0.517
H 8.139 4.094 -0.303
H 8.250 5.050 -2.602
H 6.246 4.981 -4.086
H 4.116 4.043 -3.247
H 1.316 4.297 -1.736
H -0.288 4.063 -3.630
H -0.060 2.159 -5.226
H 1.719 0.441 -4.873
H 3.265 0.626 -2.951
C -7.309 0.076 -0.704
Si -7.040 -0.423 1.092
C -7.361 1.000 2.286
C -8.057 -1.926 1.554
H -6.825 1.046 -0.909
H -8.391 0.176 -0.902
H -6.883 -0.669 -1.397
H -8.442 1.149 2.435
H -6.901 0.779 3.263
H -6.923 1.937 1.908
H -9.114 -1.642 1.647
H -7.968 -2.727 0.809
H -7.715 -2.320 2.521
*
```

Output
HOMO level (spin up / spin down): -6.462 / -4.524 eV

Atom charges from the Mulliken analysis, given in e for atoms 1 to 6: atom 1 (Pb): 0.766, atom 2 (C): -0.363, atom 3 (C): -0.254, atom 4 (C): -1.206, atom 5 (C): 0.410, atom 6 (C): -0.709

---

Arrangement x

Here is a structure of composition C38H46P2PbSi from the OMol25 dataset. Energies are from ωB97M-V with the def2-TZVPD basis set.

```
! RIJCOSX wB97M-V def2-TZVPD def2/J DEFGRID3
* xyz 0 1
Pb -1.395 -0.645 0.820
C 5.478 1.739 2.082
C 4.586 1.480 1.098
C 4.523 0.280 0.192
C 3.533 -0.829 0.629
C 3.735 -1.318 2.034
C 4.840 -1.201 2.783
C 6.197 -0.669 2.370
C 6.458 0.785 2.720
C -0.013 0.312 2.324
H 5.453 2.740 2.515
H 3.750 2.220 0.941
H 5.505 -0.180 0.103
H 4.255 0.566 -0.834
H 2.463 -0.542 0.492
H 3.685 -1.669 -0.082
H 2.946 -1.982 2.400
H 4.890 -1.694 3.769
H 6.361 -0.785 1.302
H 7.012 -1.255 2.811
H 6.405 0.979 3.804
H 7.518 1.032 2.440
H -0.436 1.340 2.419
H 0.963 0.353 1.822
H 0.063 -0.163 3.304
P -3.020 1.030 -2.465
P -3.785 -1.799 -1.248
C -2.587 -0.484 -3.346
C -2.916 -1.695 -2.838
C -3.794 1.940 -3.901
C -3.425 1.699 -5.230
C -4.046 2.368 -6.292
C -5.041 3.322 -6.037
C -5.436 3.557 -4.710
C -4.840 2.862 -3.654
C -1.299 1.711 -2.418
C -0.322 0.959 -1.727
C 0.839 1.603 -1.286
C 1.172 2.859 -1.817
C 0.291 3.509 -2.691
C -0.973 2.966 -2.937
C -5.098 -2.968 -1.889
C -6.002 -2.496 -2.864
C -6.940 -3.368 -3.431
C -6.974 -4.716 -3.045
C -6.069 -5.185 -2.090
C -5.138 -4.316 -1.506
C -2.654 -2.991 -0.416
C -2.801 -3.098 0.998
C -1.995 -3.986 1.703
C -1.029 -4.731 1.030
C -0.838 -4.570 -0.342
C -1.645 -3.695 -1.067
H -2.058 -0.403 -4.298
H -2.730 -2.635 -3.381
H -2.647 0.981 -5.478
H -3.745 2.146 -7.312
H -5.497 3.868 -6.861
H -6.217 4.296 -4.512
H -5.180 3.043 -2.632
H -0.448 -0.140 -1.640
H 1.489 1.132 -0.539
H 2.131 3.312 -1.567
H 0.580 4.443 -3.172
H -1.705 3.509 -3.545
H -5.959 -1.457 -3.198
H -7.646 -3.003 -4.172
H -7.702 -5.396 -3.487
H -6.079 -6.229 -1.790
H -4.435 -4.712 -0.774
H -3.581 -2.517 1.515
H -2.147 -4.102 2.780
H -0.411 -5.440 1.580
H -0.055 -5.117 -0.868
H -1.455 -3.545 -2.134
C 4.157 1.038 6.066
Si 3.798 2.721 5.292
C 2.609 3.751 6.342
C 5.440 3.662 5.193
H 3.212 0.515 6.258
H 4.694 1.149 7.017
H 4.763 0.423 5.388
H 3.107 4.100 7.258
H 2.304 4.634 5.763
H 1.700 3.205 6.632
H 5.750 3.966 6.205
H 6.240 3.052 4.749
H 5.316 4.571 4.582
*
```

Output
HOMO level (spin up / spin down): -6.741 / -5.490 eV

Atom charges from the Mulliken analysis, given in e for atoms 1 to 6: atom 1 (Pb): 0.800, atom 2 (C): -0.393, atom 3 (C): -0.232, atom 4 (C): -1.057, atom 5 (C): 0.279, atom 6 (C): -0.728

---

Stability ranking, top and bottom: arrangement x is the most stable and arrangement w is the least stable.